Entry 1:
{
  "formula": "C26H34ClF15NO10",
  "method": "wB97M-V/def2-TZVPD",
  "charge": -1,
  "e_lumo_ev": 2.1,
  "max_force_ev_per_a": 2.309,
  "energy_ev": -102762.74655,
  "species": ["C", "C", "C", "N", "C", "C", "C", "Cl", "H", "H", "H", "H", "H", "H", "H", "H", "H", "C", "C", "O", "C", "O", "C", "F", "F", "F", "H", "H", "H", "H", "H", "C", "C", "O", "C", "O", "C", "F", "F", "F", "H", "H", "H", "H", "H", "C", "C", "O", "C", "O", "C", "F", "F", "F", "H", "H", "H", "H", "H", "C", "C", "O", "C", "O", "C", "F", "F", "F", "H", "H", "H", "H", "H", "C", "C", "O", "C", "O", "C", "F", "F", "F", "H", "H", "H", "H", "H"],
  "coordinates": [[2.205, 0.464, -1.363], [1.534, -0.136, -0.557], [1.026, -0.674, 0.697], [1.986, -1.312, 1.521], [3.209, -0.604, 1.622], [3.094, 0.843, 2.105], [4.158, 1.256, 3.060], [5.579, 1.949, 2.240], [2.799, 0.912, -2.052], [0.301, -1.414, 0.423], [0.461, 0.113, 1.209], [3.815, -0.629, 0.720], [3.792, -1.116, 2.363], [3.188, 1.487, 1.268], [2.145, 1.017, 2.560], [3.801, 2.031, 3.684], [4.461, 0.456, 3.687], [3.432, -4.421, 1.334], [3.065, -4.674, -0.104], [4.256, -4.792, -0.934], [4.846, -5.956, -0.955], [4.534, -6.960, -0.384], [6.052, -5.889, -1.908], [6.768, -4.783, -1.718], [5.628, -5.903, -3.179], [6.846, -6.939, -1.726], [4.068, -3.540, 1.404], [2.538, -4.235, 1.924], [3.976, -5.266, 1.764], [2.522, -3.822, -0.494], [2.450, -5.559, -0.228], [-2.542, -3.090, -4.116], [-2.896, -4.419, -3.487], [-1.905, -4.791, -2.512], [-2.055, -4.229, -1.324], [-2.937, -3.500, -0.987], [-0.915, -4.664, -0.392], [0.244, -4.622, -1.042], [-1.128, -5.926, 0.017], [-0.863, -3.885, 0.664], [-1.541, -3.128, -4.544], [-3.252, -2.839, -4.903], [-2.548, -2.299, -3.380], [-2.897, -5.212, -4.230], [-3.881, -4.398, -3.025], [-2.638, -1.013, 1.981], [-4.057, -0.509, 2.109], [-4.139, 0.670, 2.947], [-3.887, 1.822, 2.368], [-3.627, 2.029, 1.223], [-4.036, 2.947, 3.407], [-3.442, 2.633, 4.556], [-5.337, 3.161, 3.650], [-3.507, 4.072, 2.948], [-2.210, -1.192, 2.967], [-2.620, -1.941, 1.417], [-1.996, -0.292, 1.476], [-4.680, -1.249, 2.605], [-4.503, -0.297, 1.140], [0.472, 5.854, 1.683], [1.660, 5.727, 0.755], [2.870, 6.193, 1.384], [3.454, 5.315, 2.186], [3.074, 4.219, 2.437], [4.759, 5.914, 2.738], [4.570, 7.179, 3.137], [5.695, 5.913, 1.786], [5.189, 5.210, 3.768], [0.373, 6.881, 2.036], [-0.441, 5.571, 1.163], [0.586, 5.210, 2.554], [1.535, 6.357, -0.122], [1.794, 4.702, 0.417], [-5.163, 4.273, -2.475], [-4.863, 3.686, -3.836], [-4.061, 2.497, -3.723], [-4.710, 1.385, -3.448], [-5.886, 1.250, -3.297], [-3.708, 0.224, -3.371], [-2.627, 0.558, -2.683], [-3.311, -0.129, -4.603], [-4.252, -0.833, -2.787], [-4.240, 4.455, -1.927], [-5.700, 5.215, -2.584], [-5.772, 3.595, -1.881], [-4.267, 4.374, -4.430], [-5.773, 3.465, -4.391]]
}

***

Entry 2:
{
  "formula": "C7H11N",
  "method": "wB97M-V/def2-TZVPD",
  "charge": 0,
  "relative_energy_ev": 6.3129,
  "e_lumo_ev": 0.8,
  "max_force_ev_per_a": 0.996,
  "energy_ev": -8921.41577,
  "species": ["C", "N", "C", "C", "C", "C", "C", "C", "H", "H", "H", "H", "H", "H", "H", "H", "H", "H", "H"],
  "coordinates": [[0.307, -1.250, -1.291], [0.006, -0.253, -0.253], [-0.517, -0.874, 1.023], [-1.589, -0.039, -0.045], [0.892, 0.869, -0.163], [0.190, -0.792, 2.146], [-2.133, 1.188, 0.167], [2.058, 0.992, -0.778], [-2.143, -0.774, -0.607], [0.528, 1.623, 0.518], [-0.440, -2.038, -1.230], [0.286, -0.775, -2.270], [1.285, -1.695, -1.099], [-0.254, -1.132, 3.073], [1.226, -0.461, 2.179], [-1.639, 1.970, 0.726], [-3.186, 1.312, -0.041], [2.458, 0.260, -1.464], [2.664, 1.867, -0.591]]
}

***

Number 1: E_HOMO -2.2 eV. Number 2: E_HOMO -6.6 eV.